Entry 1:
Below is one molecule with the formula C4H7N3O at a distorted geometry, with properties calculated with ωB97M-V with the def2-TZVPD basis set.

Element x y z (Å)
C 1.7291 0.6302 -1.0983
N 0.6414 1.1779 -0.2796
C -0.1720 0.3802 0.4831
N -0.7291 0.9973 1.5263
C -1.4332 0.0057 2.0609
O -1.4982 -1.0717 1.4042
C -0.6501 -0.7709 0.2588
N -0.6577 -1.4048 -1.0552
H 1.2628 0.1039 -1.9638
H 2.2550 1.4483 -1.3803
H 2.4767 0.0167 -0.4570
H 0.6881 2.2984 0.0256
H -2.0417 0.1928 3.0519
H -1.4945 -1.5567 -1.5932
H -0.3764 -2.4471 -0.9834

Results
SMILES = CNc1ncoc1N
Energy relative to the best compared isomer or geometry (same formula, charge and spin) = 3.097 eV
HOMO energy = -8.0 eV
Total charge = 0

Here are the Mulliken charges for atoms 1 to 4, given in e:
1 C -0.858
2 N -0.271
3 C 0.601
4 N -0.700

=====

Entry 2:
Below is a 2-piece molecular cluster, CHF3O overall at a distorted geometry, with properties calculated with ωB97M-V with the def2-TZVPD basis set.

Element x y z (Å)
O 0.9602 -1.0868 -0.6312
C 0.9250 0.0364 -0.3540
F 1.7655 0.9049 -0.8301
F 0.3208 0.5726 0.6664
F -1.7315 -0.3900 0.1696
H -2.2399 -0.0371 0.9793

Results
SMILES = O=C(F)F.F
Energy relative to the best compared isomer or geometry (same formula, charge and spin) = 0.767 eV
HOMO energy = -12.5 eV
Total charge = 0

Here are the Mulliken charges for atoms 1 to 4, given in e:
1 O -0.328
2 C 0.648
3 F -0.171
4 F -0.148

=====

Entry 3:
Below is a 2-piece molecular cluster, C4H12 overall at a distorted geometry, with properties calculated with ωB97M-V with the def2-TZVPD basis set.

Element x y z (Å)
C -0.0533 -2.8137 -0.6426
C 0.4183 -1.3736 -0.8139
H 0.8428 -3.4465 -0.7078
H -0.3676 -2.9994 0.3874
H -0.8095 -3.1379 -1.3453
H -0.4422 -0.7066 -0.8158
H 0.9540 -1.4069 -1.7714
H 1.1678 -0.9905 -0.1245
C -0.7234 2.3689 0.1661
C 0.3037 1.8685 1.2029
H -0.7421 1.7084 -0.6945
H -1.7109 2.1487 0.5864
H -0.6088 3.4440 0.1037
H 0.9961 1.1617 0.7534
H -0.1461 1.4920 2.1252
H 0.9211 2.6830 1.5907

Results
SMILES = CC.CC
Energy relative to the best compared isomer or geometry (same formula, charge and spin) = 0.549 eV
HOMO energy = -11.6 eV
Total charge = 0

Here are the Mulliken charges for atoms 1 to 4, given in e:
1 C -0.971
2 C -0.553
3 H 0.280
4 H 0.307

=====

Entry 4:
Below is one molecule with the formula C16H20N2O4S at a distorted geometry, with properties calculated with ωB97M-V with the def2-TZVPD basis set.

Element x y z (Å)
C 3.7544 -3.2376 -2.9542
C 3.8454 -1.9663 -1.9821
O 2.8604 -1.0385 -1.9341
C 1.9069 -1.7417 -1.0760
O 2.0801 -2.8354 -0.3444
C 0.6275 -0.8039 -1.1869
C -0.4691 -1.1016 -0.4108
C -1.3888 -0.0400 -0.4693
S -2.9149 0.1010 0.2848
O -3.6751 1.3902 -0.4091
O -3.7355 -1.1908 0.1889
N -2.5490 0.4560 1.7405
C -2.5029 1.6502 2.2577
C -1.2650 2.0073 2.8899
C -0.0149 1.6084 2.3752
C 0.8075 0.4505 2.6179
C 1.7156 0.0226 1.6659
C 2.4373 0.8916 0.9382
C 1.7104 2.1870 0.8052
C 0.5033 2.4888 1.3563
C -0.8654 0.6517 -1.5356
N 0.4413 0.2972 -1.9191
C 1.4048 1.1429 -2.6085
H 3.0145 -3.9307 -2.4789
H 4.7979 -4.0041 -3.0813
H 3.6043 -2.8642 -4.0103
H 4.0362 -2.3743 -1.0625
H 4.7048 -1.2777 -2.3702
H -0.6314 -2.1812 0.2395
H -3.0167 -0.4615 2.4154
H -3.2943 1.8884 2.9258
H -2.3846 2.3388 1.3808
H -1.2623 1.3796 3.9123
H -1.1389 2.7158 3.6626
H 0.1528 -0.4854 3.1078
H 2.3949 -0.8778 1.9209
H 3.3470 0.8397 0.3776
H 2.0606 2.9192 0.0321
H 0.1319 3.5534 1.2512
H -1.1145 1.7575 -1.6326
H 2.1788 1.1373 -2.1894
H 0.8616 1.9762 -3.0933
H 1.6002 0.1990 -3.4446

Results
SMILES = CCOC(=O)c1cc(S(=O)(=O)NCCc2ccccc2)cn1C
Energy relative to the best compared isomer or geometry (same formula, charge and spin) = 14.379 eV
HOMO energy = -8.9 eV
Total charge = 0

Here are the Mulliken charges for atoms 1 to 4, given in e:
1 C -1.030
2 C -0.447
3 O -0.183
4 C 0.170

=====

Entry 5:
Below is one molecule with the formula F3NOS2 at a distorted geometry, with properties calculated with ωB97M-V with the def2-TZVPD basis set.

Element x y z (Å)
N 0.0516 0.8778 -0.4780
O -2.2698 -0.1183 -0.7873
F 1.5750 -1.2897 -0.7073
F 1.7198 0.2647 1.1517
F -1.0131 -0.7101 1.1309
S 1.4389 0.3694 -0.4527
S -1.5024 0.6063 0.1427

Results
Energy relative to the best compared isomer or geometry (same formula, charge and spin) = 0.147 eV
HOMO energy = -11.5 eV
Total charge = 0

Here are the Mulliken charges for atoms 1 to 4, given in e:
1 N -0.180
2 O -0.405
3 F -0.251
4 F -0.226

=====

Entry 6:
Below is C19H28InO5S4 as an isolated structure, with properties calculated with ωB97M-V with the def2-TZVPD basis set.

Element x y z (Å)
In -0.7557 0.0874 -0.7702
C -1.8880 -0.2554 2.5626
C -3.2296 -0.0831 1.8638
S -3.2326 -0.4707 0.0968
C -3.1558 -2.2814 0.0955
C -2.8984 -2.7569 -1.3319
S -1.2365 -2.3939 -1.9469
C -0.2396 -3.6519 -1.1063
C 1.1301 -3.0694 -0.7790
S 0.9500 -1.9149 0.5978
C 2.1416 0.7774 2.3174
C 0.7848 0.2891 2.8117
S -0.6630 0.8707 1.8668
H -1.5239 -1.2834 2.4921
H -2.0049 -0.0140 3.6201
H -3.5727 0.9504 1.9295
H -3.9915 -0.7016 2.3394
H -4.1122 -2.6626 0.4542
H -2.3706 -2.6263 0.7710
H -3.5843 -2.2837 -2.0359
H -3.0582 -3.8326 -1.4048
H -0.1374 -4.5088 -1.7709
H -0.7433 -3.9902 -0.1993
H 1.5501 -2.5380 -1.6357
H 1.8193 -3.8662 -0.4998
H 2.2088 1.8597 2.4183
H 2.8795 0.3451 2.9968
H 0.6305 0.6552 3.8280
H 0.7365 -0.7991 2.8576
C -2.8396 3.5351 -1.9806
C -1.5220 2.7974 -2.1258
C -0.3946 3.6960 -2.5973
O -1.1832 2.2776 -0.7858
C -1.7099 1.6210 -3.1025
O -1.9233 1.8614 -4.2635
O -1.5917 0.4021 -2.6184
H -2.7163 4.3988 -1.3278
H -3.6046 2.8813 -1.5590
H -3.1746 3.8700 -2.9607
H -0.2934 4.5577 -1.9361
H -0.6238 4.0473 -3.6016
H 0.5522 3.1553 -2.6277
H -0.3138 2.6452 -0.5039
O 1.3717 2.3748 0.1765
C 1.6804 1.2228 -0.1044
O 1.2503 0.5889 -1.1559
C 2.5625 0.4286 0.8705
C 2.5778 -1.0703 0.5218
C 3.6212 -1.8098 1.3170
C 4.7970 -1.2204 1.5272
C 5.0221 0.1475 1.0583
C 3.9941 0.9278 0.7302
H 2.8403 -1.1149 -0.5409
H 3.4283 -2.8239 1.6422
H 5.5937 -1.7446 2.0374
H 6.0321 0.5324 1.0222
H 4.1342 1.9640 0.4500

Results
Energy relative to the best compared isomer or geometry (same formula, charge and spin) = 1.457 eV
HOMO energy = -11.7 eV
Total charge = +1

Here are the Mulliken charges for atoms 1 to 4, given in e:
1 In 1.341
2 C -0.737
3 C -0.797
4 S 0.070

=====

Entry 7:
Below is C40H38F9GaN7O12S as an isolated structure at a distorted geometry, with properties calculated with ωB97M-V with the def2-TZVPD basis set.

Element x y z (Å)
N -3.6020 -3.7396 -3.9943
Ga -2.0270 -4.6263 -3.2617
C -1.8134 -3.8854 -1.3115
C -1.1088 -2.4460 -1.2717
C -0.9913 -1.8566 0.2473
F 0.1866 -1.0228 0.2217
F -0.8551 -2.9834 1.0878
C -2.3121 -0.9912 0.4892
F -2.1051 0.2434 -0.2045
F -3.4693 -1.5511 -0.0694
S -2.6959 -0.5547 2.2764
F -3.0786 -2.1172 2.6919
F -4.3241 -0.3179 1.8663
F -2.4040 1.0917 1.9698
F -1.1169 -0.6786 2.7806
F -3.1065 -0.0996 3.8328
H -4.0098 -4.3695 -4.7052
H -4.3054 -3.6406 -3.2357
H -2.3007 -6.2015 -3.0885
H -0.6822 -4.3213 -4.0712
H -2.8848 -3.8733 -0.8846
H -1.2419 -4.6984 -0.7451
H -0.0257 -2.5903 -1.6193
H -1.5907 -1.6975 -1.9810
C -1.9557 3.9646 2.4789
C -3.1010 3.8974 1.6893
C -3.7694 5.0638 1.3307
C -3.2787 6.2941 1.7654
C -2.1376 6.3676 2.5618
C -1.4772 5.1964 2.9179
N -3.9639 7.5266 1.3701
O -4.9730 7.4246 0.6865
O -3.4861 8.5904 1.7428
H -1.4335 3.0537 2.7522
H -3.4703 2.9361 1.3514
H -4.6599 4.9983 0.7156
H -1.7530 7.3208 2.9076
H -0.5872 5.2426 3.5346
C -2.4443 -7.9133 5.1267
C -1.5914 -8.2341 4.0747
C -1.6864 -7.5499 2.8670
C -2.6377 -6.5419 2.7260
C -3.4994 -6.2208 3.7722
C -3.3993 -6.9121 4.9756
N -2.7243 -5.8017 1.4644
O -1.9645 -6.1247 0.5646
O -3.5496 -4.9018 1.3894
H -2.3637 -8.4457 6.0699
H -0.8497 -9.0164 4.1972
H -1.0163 -7.8087 2.0547
H -4.2452 -5.4407 3.6675
H -4.0637 -6.6679 5.7978
C 1.9079 8.7246 7.8340
C 2.9219 8.2732 6.9940
C 2.7427 7.1146 6.2458
C 1.5398 6.4175 6.3439
C 0.5235 6.8596 7.1884
C 0.7129 8.0179 7.9350
N 1.3367 5.2111 5.5390
O 2.2571 4.8431 4.8231
O 0.2569 4.6438 5.6249
H 2.0493 9.6326 8.4123
H 3.8518 8.8271 6.9202
H 3.5399 6.7731 5.5949
H -0.4130 6.3196 7.2732
H -0.0728 8.3727 8.5934
C -0.0535 -5.0114 -10.4463
C -0.9511 -4.1694 -9.7964
C -1.4761 -4.5314 -8.5596
C -1.0908 -5.7386 -7.9810
C -0.1986 -6.5895 -8.6292
C 0.3194 -6.2209 -9.8669
N -1.6221 -6.1109 -6.6677
O -2.4147 -5.3470 -6.1426
O -1.2362 -7.1618 -6.1745
H 0.3586 -4.7231 -11.4088
H -1.2396 -3.2283 -10.2528
H -2.1746 -3.8670 -8.0626
H 0.1018 -7.5326 -8.1864
H 1.0173 -6.8750 -10.3791
C 5.1635 -3.0825 -4.8320
C 5.4713 -3.8543 -3.7152
C 4.4510 -4.4083 -2.9484
C 3.1250 -4.1858 -3.3132
C 2.8095 -3.4085 -4.4249
C 3.8361 -2.8559 -5.1844
N 2.0460 -4.7861 -2.5260
O 2.3572 -5.4503 -1.5422
O 0.8985 -4.5912 -2.9023
H 5.9625 -2.6561 -5.4314
H 6.5077 -4.0266 -3.4439
H 4.7030 -5.0077 -2.0808
H 1.7779 -3.2278 -4.7110
H 3.6016 -2.2512 -6.0541
C 2.8120 8.4412 1.6897
C 3.8953 9.2683 1.4065
C 5.1204 8.7143 1.0513
C 5.2481 7.3282 0.9785
C 4.1698 6.4943 1.2679
C 2.9489 7.0576 1.6251
N 6.5300 6.7414 0.5804
O 7.4595 7.5040 0.3523
O 6.5975 5.5244 0.4951
H 1.8554 8.8775 1.9613
H 3.7832 10.3461 1.4599
H 5.9567 9.3689 0.8330
H 4.2629 5.4150 1.2181
H 2.1018 6.4182 1.8498

Results
HOMO energy = -3.8 eV
Total charge = -1

Here are the Mulliken charges for atoms 1 to 4, given in e:
1 N -0.619
2 Ga 0.297
3 C -0.406
4 C -1.071

=====

Entry 8:
Below is C3H7BFInNO6 as an isolated structure at a distorted geometry, with properties calculated with ωB97M-V with the def2-TZVPD basis set.

Element x y z (Å)
In -27.3319 -11.8005 -13.2175
N -26.2167 -13.1229 -10.0206
O -25.1593 -12.5922 -10.4241
O -27.1473 -13.4059 -10.8102
O -26.4414 -13.3751 -8.8418
B -24.6000 -10.5252 -13.1541
H -24.7103 -10.7423 -14.2052
H -24.8617 -11.3557 -12.5168
H -23.5728 -10.2911 -12.9211
H -25.1872 -9.6492 -12.9258
C -25.9659 -9.9594 -19.2152
C -25.6811 -8.7445 -18.3715
O -25.6753 -9.2856 -17.0239
C -26.3147 -10.4061 -16.9818
O -26.6508 -11.0617 -15.9681
O -26.5360 -10.8416 -18.2023
F -26.6536 -7.7685 -18.3734
H -24.9710 -10.3680 -19.3923
H -26.4145 -9.8119 -20.1977
H -24.7119 -8.2960 -18.5891

Results
2S+1 = 2
Energy relative to the best compared isomer or geometry (same formula, charge and spin) = 0.000 eV
HOMO energy (spin up / spin down) = -18.5 / -18.5 eV
<S²> = 1.719
Total charge = +2

Here are the Mulliken charges for atoms 1 to 4, given in e:
1 In 1.346
2 N 1.186
3 O -0.417
4 O -0.501

=====

Electronic energy, respectively: -10776.650 -11252.797 -4341.979 -38908.993 -33358.527 -78906.025 -164745.718 -25533.844 eV.